Below is one molecule with the formula C5H7N3 at a distorted geometry, with properties calculated with ωB97M-V/def2-TZVPD.

Calculated values
Kohn-Sham gap: 0.330 Eh
HOMO energy: -8.44 eV
energy: -9767.5418 eV
SMILES: [H]/N=C(\C)c1ncc[nH]1
net charge: 0

Cartesian coordinates (Å):
C 2.483572 0.801553 -0.121975
C 2.692373 -0.557284 0.054297
C 0.505136 -0.053339 -0.033017
C -0.914632 -0.328852 -0.040850
C -1.897174 0.783097 0.228307
N 1.162564 1.084258 -0.209388
N -1.282305 -1.528203 0.014069
N 1.522593 -1.187593 0.200661
H 3.312747 1.574279 -0.189350
H 3.661883 -1.085089 0.219373
H -1.579888 1.615275 0.811724
H -2.900366 0.396870 0.646579
H -2.287373 1.094425 -0.769050
H -2.204600 -1.748819 0.502924
H 1.200393 -2.187873 0.059775

Atomic forces in eV per Å
1.7 0.1 -0.1
1.9 -0.2 0.6
3.6 -1.6 -0.5
-1.3 0.8 2.1
-2.5 -0.7 -1.2
-1.1 -1.2 0.4
-0.6 -2.6 1.1
-4.3 1.8 -1.4
-1.5 -1.1 0.1
-1.0 0.6 -0.3
0.5 0.6 0.2
1.8 0.1 -0.2
0.7 0.4 0.5
1.2 1.0 -1.6
0.8 1.9 0.5

These are the natural (NBO) partial charges, in e, on atoms 1 to 8:
1 C -0.1238
2 C -0.0427
3 C 0.2502
4 C 0.2510
5 C -0.6714
6 N -0.4028
7 N -0.6547
8 N -0.5386